# 1
14
Properties=species:S:1:pos:R:3:forces:R:3 method="wB97M-V/def2-TZVPD" smiles="C=C(OC)C(N)=S" relative_energy_ev=2.936 total_charge=0 e_tot_ev=-18631.614 spin_multiplicity=1 homo_lumo_gap_ev=7.963
C -1.337656 0.296784 -1.097511 2.238 3.897 -1.272
C -0.318808 -0.241558 -0.403841 -3.800 -2.395 -0.624
O -0.352219 -1.606409 -0.182593 -0.446 -0.362 -0.837
C -1.409296 -2.357121 -0.910622 4.585 -0.773 -0.248
C 0.543949 0.420059 0.490634 1.847 4.479 -0.572
N 1.300157 -0.268401 1.294338 2.042 -2.285 7.836
S 0.878395 2.091622 0.383457 -0.745 -1.054 -0.029
H -1.209945 1.440255 -1.414838 -0.655 -2.685 1.129
H -2.000267 -0.310297 -1.660971 -0.570 -0.065 -0.160
H -2.304518 -2.157096 -0.458836 -2.476 0.478 0.999
H -1.044320 -3.400495 -0.673657 -0.864 1.003 -0.821
H -1.399968 -2.068556 -1.996036 0.061 -0.719 1.004
H 1.053369 -1.232529 1.724912 0.039 1.877 -2.038
H 1.698850 0.283861 2.272523 -1.255 -1.396 -4.368



# 2
35
Properties=species:S:1:pos:R:3:forces:R:3 method="wB97M-V/def2-TZVPD" relative_energy_ev=0.451 total_charge=-1 e_tot_ev=-32356.353 spin_multiplicity=1 homo_lumo_gap_ev=10.117
B 0.007889 -0.351423 -1.428992 0.107 -0.893 -0.369
F -1.250245 -0.957194 -1.254326 0.492 0.230 -0.808
F 0.715258 -0.487376 -0.274965 0.579 -0.145 1.838
F 0.844630 -0.884574 -2.432387 -0.901 -0.184 -0.550
F -0.126402 1.021579 -1.673988 -0.284 0.220 -1.023
O 0.611464 0.442731 2.863891 0.746 -0.796 1.722
H 1.423580 0.611825 3.394103 -0.997 0.149 -1.006
H 0.519088 1.047390 2.129796 0.396 0.892 -0.737
O 3.028971 1.175423 0.333501 -0.542 -0.653 0.582
H 2.785963 0.301621 0.705886 0.005 0.759 -0.462
H 3.971205 1.254411 0.420850 0.679 -0.081 0.056
O 2.388732 -2.591627 -0.976188 -0.079 -0.671 -0.564
H 2.327879 -2.114061 -0.153440 -0.197 0.295 0.324
H 1.750968 -2.156543 -1.574455 0.556 0.078 0.290
O -0.456998 -3.340377 -0.049611 0.843 0.242 -0.989
H -0.732196 -2.672049 -0.716908 -0.096 -0.481 0.697
H 0.491174 -3.480945 -0.283070 -0.743 -0.033 0.186
O 0.522415 -2.345130 2.356077 0.891 -0.136 1.610
H 0.191429 -2.454398 1.481167 -0.762 -0.140 -1.254
H 0.541123 -1.404693 2.566910 -0.128 0.174 -0.209
O 2.199150 2.299412 -2.090022 0.586 0.118 0.616
H 2.472457 1.954543 -1.206496 -0.313 0.161 -0.805
H 1.546176 1.663234 -2.387900 -0.023 0.000 -0.056
O 0.079709 2.006633 0.645828 -0.098 1.164 0.001
H -0.026830 1.607465 -0.240704 0.173 0.229 0.631
H 0.184234 2.955046 0.430149 -0.058 -0.744 0.364
O -2.285914 0.150685 1.468643 -0.330 -0.227 0.091
H -2.201696 1.093459 1.561239 -0.027 0.844 0.041
H -1.365163 -0.090547 1.359260 0.268 -0.556 -0.144
O -4.283144 0.106945 -0.550898 -1.488 -0.585 -1.709
H -3.645934 0.135108 0.120576 2.228 -0.694 2.036
H -4.853848 0.802676 -0.268892 -1.052 0.768 0.034
O -2.548340 1.941121 -1.427995 -1.222 0.403 0.227
H -3.139385 1.176191 -1.241674 0.550 0.512 -0.460
H -1.687401 1.583441 -1.604968 0.241 -0.217 -0.200



# 3
64
Properties=species:S:1:pos:R:3:forces:R:3 method="wB97M-V/def2-TZVPD" relative_energy_ev=0.282 total_charge=+2 e_tot_ev=-81230.938 spin_multiplicity=1 homo_lumo_gap_ev="7.507 / 7.508"
Co 0.624533 -1.118891 -0.425854 0.892 -0.411 -1.028
N 2.228639 -2.267802 -0.161452 0.205 0.235 0.026
C 2.319610 -3.315462 -1.212308 -0.051 0.082 0.007
C 0.987000 -4.012228 -1.204668 0.063 -0.208 -0.078
N -0.100440 -3.019963 -1.333713 -0.045 0.497 0.645
C -1.414063 -3.670591 -1.126270 -0.213 0.034 -0.016
C -2.493955 -2.721700 -0.648068 -0.243 -0.084 0.126
N -2.201500 -2.235507 0.711952 -0.029 -0.304 -0.598
H 3.026268 -1.637345 -0.219483 0.032 -0.041 0.024
H 2.302316 -2.729998 0.740616 -0.062 0.053 0.012
H 3.134387 -4.006770 -0.997585 -0.025 -0.016 0.001
H 2.514249 -2.830496 -2.165147 0.004 -0.005 0.011
H 0.845204 -4.527969 -0.252550 -0.009 -0.002 0.008
H 0.945972 -4.770564 -1.990790 -0.083 0.032 0.000
H -0.077906 -2.664255 -2.286408 0.072 -0.006 -0.006
H -1.294250 -4.468050 -0.390811 0.076 0.029 0.034
H -1.724822 -4.152895 -2.057277 -0.030 0.001 0.052
H -3.445348 -3.259985 -0.697757 0.003 0.016 -0.059
H -2.580156 -1.870288 -1.325528 -0.062 -0.165 0.187
H -2.376148 -2.994142 1.364169 -0.042 -0.055 0.049
H -2.864196 -1.509265 0.961456 -0.034 0.005 -0.122
C 1.732079 0.193157 2.436393 0.009 0.004 -0.051
P 0.473773 -0.958583 1.846126 -0.597 -0.349 -0.171
C 0.827566 -2.544642 2.667494 0.074 0.006 0.012
C -1.049820 -0.444938 2.681254 -0.040 0.063 0.325
H 1.768476 0.150536 3.525462 0.005 0.020 0.012
H 1.474352 1.203543 2.118397 0.008 0.041 -0.016
H 2.714815 -0.047314 2.033010 -0.006 -0.009 -0.008
H 0.447096 -2.503955 3.688449 -0.002 0.000 0.006
H 1.899169 -2.739381 2.740235 -0.013 0.008 -0.025
H 0.335973 -3.367285 2.148730 -0.024 0.008 0.002
H -0.797859 -0.255712 3.727271 0.035 0.048 -0.013
H -1.781003 -1.248619 2.639949 0.230 0.179 0.163
H -1.489689 0.458322 2.267998 0.003 -0.025 0.035
C 2.721697 1.263778 -2.548645 0.020 -0.047 -0.027
C 1.955626 0.249158 -1.785608 -0.021 0.094 0.228
O 1.413485 -0.766115 -2.300277 -0.310 -0.029 0.203
O 1.788414 0.365659 -0.512487 0.000 0.263 0.045
H 2.756418 0.996334 -3.600767 0.009 0.006 0.000
H 3.733146 1.344485 -2.148297 -0.015 0.001 0.010
H 2.241474 2.234930 -2.422875 -0.013 0.008 0.001
C -2.410519 0.774668 -2.614974 -0.043 0.038 -0.046
C -1.431183 -0.077365 -2.159707 0.130 0.141 -0.006
N -0.840358 0.093280 -0.965348 0.051 -0.209 0.241
C -1.189336 1.145707 -0.219836 0.090 0.102 -0.114
C -2.167100 2.056526 -0.597770 0.010 0.047 0.080
C -2.798569 1.841348 -1.817827 -0.024 -0.065 -0.010
C -2.612156 3.169321 0.271955 0.082 0.069 -0.020
C -1.924501 4.147308 0.868216 -0.035 -0.093 -0.012
C -0.484711 4.465045 0.872845 0.055 0.054 0.012
C -0.086074 5.728459 1.291887 -0.035 0.006 -0.029
C 1.270613 6.009269 1.280200 -0.022 0.015 0.017
N 2.171880 5.112459 0.894322 0.056 -0.004 -0.012
C 1.693773 3.935668 0.519186 -0.045 -0.010 0.025
N 0.421746 3.556788 0.486522 -0.119 -0.164 -0.005
H -2.862851 0.600686 -3.580694 -0.006 0.011 -0.006
H -1.090751 -0.905659 -2.762428 -0.001 0.055 -0.033
H -0.651048 1.296672 0.697695 0.075 0.073 -0.041
H -3.580589 2.513171 -2.148791 0.004 0.010 -0.001
H -3.690891 3.218977 0.380952 -0.013 0.011 -0.034
H -2.522686 4.879046 1.399319 -0.010 -0.013 0.023
H -0.806296 6.469679 1.608463 -0.002 -0.001 0.009
H 1.646386 6.975676 1.594372 -0.001 0.005 -0.006
H 2.424639 3.194076 0.217106 0.031 -0.055 -0.037



# 4
9
Properties=species:S:1:pos:R:3:forces:R:3 method="wB97M-V/def2-TZVPD" smiles="O=P([O-])([O-])c1nnns1" relative_energy_ev=0.730 total_charge=-2 e_tot_ev=-31774.353 spin_multiplicity=1 homo_lumo_gap_ev=6.118
O -1.667385 1.524164 0.219125 1.075 0.133 0.202
P -1.702898 0.036827 -0.058591 -0.996 -0.474 -1.550
O -1.935891 -0.312764 -1.526409 0.569 -0.028 0.758
O -2.445446 -0.765781 0.955322 0.063 -0.710 0.662
C 0.314404 -0.453911 0.119075 -0.630 2.721 0.528
N 1.307117 -1.262229 0.150357 0.510 -0.237 -0.754
N 2.572776 -0.641682 0.003710 -0.358 0.293 0.385
N 2.527136 0.635890 -0.001789 1.032 -1.062 0.105
S 1.030187 1.239486 0.139204 -1.265 -0.635 -0.335



# 5
55
Properties=species:S:1:pos:R:3:forces:R:3 method="wB97M-V/def2-TZVPD" total_charge=-1 e_tot_ev=-171558.801 spin_multiplicity=1 homo_lumo_gap_ev=6.098
C 0.764507 2.885229 3.831159 -0.092 0.159 -0.123
C 0.775089 2.321684 2.412401 0.136 -0.047 0.088
C 1.566978 1.030530 2.185150 -0.001 0.328 -0.358
Br 1.306408 -0.290082 3.642308 0.050 -0.081 0.031
Ga 1.153858 0.180100 0.368863 0.020 -0.061 -0.250
C -0.444873 -1.079643 0.434845 -0.130 0.397 0.049
C -1.718640 -0.305085 0.566046 -0.018 -0.224 0.157
C -2.458121 0.080954 -0.556286 0.116 0.222 0.339
C -3.621643 0.827638 -0.421356 0.261 -0.085 -0.110
C -4.092424 1.215124 0.829805 -0.150 0.061 0.048
C -5.349313 2.045801 0.972812 0.514 -0.019 -0.066
C -3.373740 0.815099 1.951086 0.266 -0.186 -0.119
C -2.207743 0.063963 1.822605 -0.257 0.134 -0.053
C 2.760061 -0.740853 -0.545624 0.040 -0.155 0.181
C 3.907104 -1.102095 0.352021 -0.116 0.383 -0.357
C 4.710308 0.105052 0.849914 -0.451 -0.023 0.318
Cl 5.110278 -2.208815 -0.577288 -0.016 -0.146 0.133
P 0.518160 1.998333 -1.057730 -0.517 0.373 0.190
C 2.061360 3.057326 -1.117375 -0.059 -0.484 -0.090
O 0.488209 1.311508 -2.613771 0.419 0.147 -0.043
H 0.190933 3.816102 3.862230 0.044 0.004 -0.014
H 1.785299 3.109484 4.152227 -0.028 -0.077 0.112
H 0.310746 2.198987 4.545002 0.065 -0.055 -0.014
H -0.236898 2.240245 2.008589 -0.052 -0.064 0.164
H 1.291729 3.060985 1.786064 -0.140 -0.055 -0.142
H 2.626637 1.276324 2.248289 0.008 -0.118 0.243
H -0.344507 -1.752862 1.289648 0.115 -0.110 -0.124
H -0.459946 -1.644001 -0.499139 0.073 -0.130 0.096
H -2.072452 -0.193866 -1.528670 -0.176 0.091 -0.037
H -4.151575 1.129540 -1.320008 -0.048 0.023 0.059
H -5.422723 2.746826 0.140006 -0.183 -0.060 -0.042
H -6.237995 1.413043 1.001649 -0.104 0.118 0.017
H -5.286698 2.641267 1.884805 -0.195 -0.064 0.059
H -3.718704 1.086772 2.944129 -0.027 0.055 -0.021
H -1.665787 -0.231473 2.715063 0.047 -0.001 -0.034
H 2.365655 -1.654980 -0.998994 -0.094 0.065 0.002
H 3.123277 -0.104047 -1.360210 0.038 0.006 0.001
H 3.558150 -1.717883 1.177566 0.251 -0.178 -0.038
H 4.345370 1.011335 0.363034 0.192 -0.025 -0.137
H 4.526007 0.243266 1.918503 0.133 -0.036 -0.009
H 5.777761 -0.011333 0.688960 0.003 0.037 -0.004
H 2.209092 3.405374 -2.142531 -0.044 0.105 0.026
H 2.959014 2.518020 -0.800305 0.080 0.147 -0.033
H 1.899579 3.923593 -0.475405 0.113 0.019 0.003
H 1.379930 1.073097 -2.892015 -0.063 -0.248 0.031
C -0.892058 -4.521904 -4.318215 0.090 -0.034 -0.034
C -0.446286 -4.758613 -2.886812 0.054 -0.098 -0.045
O -0.947781 -3.603082 -2.222055 -0.008 -0.035 0.031
C -1.982386 -3.100422 -2.936134 0.141 0.024 -0.005
O -2.701117 -2.236525 -2.568675 -0.179 -0.126 -0.143
O -2.066209 -3.728237 -4.143206 -0.002 -0.031 -0.001
H -1.134305 -5.435157 -4.856014 -0.122 0.029 0.008
H -0.160855 -3.947131 -4.889764 0.016 0.008 0.026
H -0.908997 -5.645865 -2.449179 -0.015 -0.002 -0.017
H 0.632280 -4.818650 -2.768017 0.002 0.121 0.052



# 6
15
Properties=species:S:1:pos:R:3:forces:R:3 method="wB97M-V/def2-TZVPD" smiles=C[Si](C)(C)OCl relative_energy_ev=3.877 total_charge=0 e_tot_ev=-25703.916 spin_multiplicity=1 homo_lumo_gap_ev=9.809
C -1.426054 -0.941872 -0.175001 0.391 -0.437 -1.466
Si 0.278947 -0.302780 0.423878 -0.408 0.070 -0.960
C 1.351604 0.070141 -1.074108 0.187 -1.688 -0.351
C 0.396912 1.284370 1.407328 -1.145 -0.653 -0.811
O 1.166096 -1.381862 1.298633 0.881 -2.409 1.691
Cl 0.887762 -2.379524 2.715528 -0.127 1.537 -1.859
H -1.884577 -0.201899 -0.898253 0.396 -0.654 0.990
H -1.614167 -1.988131 -0.629992 1.008 1.632 0.645
H -1.949167 -0.967439 0.740937 -1.344 0.188 1.008
H 1.150009 -0.580354 -1.940137 -0.364 0.097 0.292
H 1.141767 1.069628 -1.392609 0.143 0.801 -0.168
H 2.420435 -0.116859 -0.925143 -0.079 0.546 0.363
H -0.499291 1.859812 1.342178 -0.614 0.891 -0.751
H 0.498555 1.263578 2.454088 0.691 -0.664 1.368
H 1.236702 1.747413 0.930293 0.384 0.739 0.009